1.
{"formula": "C32H64NO9", "method": "ωB97M-V with the def2-TZVPD basis set", "species": ["C", "C", "C", "O", "C", "C", "C", "C", "C", "C", "C", "O", "C", "N", "C", "C", "C", "O", "H", "H", "H", "H", "H", "H", "H", "H", "H", "H", "H", "H", "H", "H", "H", "H", "H", "H", "H", "H", "H", "H", "H", "H", "H", "H", "H", "H", "C", "C", "O", "C", "H", "H", "H", "H", "H", "H", "C", "C", "O", "C", "H", "H", "H", "H", "H", "H", "C", "C", "O", "C", "H", "H", "H", "H", "H", "H", "C", "C", "O", "C", "H", "H", "H", "H", "H", "H", "C", "C", "O", "C", "H", "H", "H", "H", "H", "H", "C", "C", "O", "C", "H", "H", "H", "H", "H", "H"], "xyz": [[0.656, 4.371, -1.860], [-0.322, 3.404, -1.194], [-0.295, 2.053, -1.888], [-1.305, 1.144, -1.529], [-1.484, 0.981, -0.120], [-2.097, -0.389, 0.207], [-3.055, -0.889, -0.873], [-4.537, -0.475, -0.783], [-4.790, 1.029, -0.867], [-6.008, 1.453, -0.015], [-6.677, 2.758, -0.478], [-6.805, 3.732, 0.544], [-5.548, 4.249, 0.956], [-2.862, -0.159, 1.471], [-1.933, 0.310, 2.526], [-3.446, -1.340, 1.990], [-4.539, -1.071, 3.012], [-3.189, -2.485, 1.652], [0.391, 4.567, -2.901], [0.681, 5.321, -1.326], [1.673, 3.978, -1.835], [0.032, 3.270, -0.170], [-1.321, 3.837, -1.173], [-0.430, 2.234, -2.961], [0.690, 1.584, -1.772], [-0.495, 1.056, 0.351], [-2.097, 1.836, 0.243], [-3.057, -1.988, -0.828], [-2.693, -0.633, -1.865], [-5.023, -0.872, 0.110], [-5.068, -0.945, -1.623], [-4.980, 1.351, -1.894], [-3.933, 1.586, -0.497], [-5.700, 1.505, 1.028], [-6.734, 0.639, -0.088], [-6.092, 3.175, -1.306], [-7.677, 2.536, -0.845], [-4.746, 3.954, 0.279], [-5.311, 3.870, 1.951], [-5.630, 5.334, 1.003], [-0.988, -0.217, 2.351], [-2.296, -0.004, 3.507], [-1.802, 1.388, 2.512], [-4.418, -1.685, 3.902], [-4.520, -0.024, 3.317], [-5.514, -1.242, 2.562], [1.000, -1.649, 6.702], [1.183, -1.539, 5.202], [1.995, -0.782, 4.728], [0.303, -2.422, 4.354], [1.686, -0.969, 7.203], [-0.024, -1.390, 6.972], [1.202, -2.670, 7.029], [-0.748, -2.195, 4.541], [0.492, -3.470, 4.595], [0.511, -2.256, 3.300], [5.389, 2.089, -1.999], [4.554, 2.135, -0.745], [3.348, 2.089, -0.796], [5.292, 2.218, 0.568], [4.731, 2.024, -2.862], [6.004, 2.988, -2.084], [6.031, 1.211, -1.984], [5.892, 3.127, 0.598], [5.942, 1.348, 0.683], [4.575, 2.238, 1.385], [5.117, -2.431, -4.873], [4.818, -1.406, -3.808], [5.691, -0.765, -3.265], [3.367, -1.213, -3.438], [6.190, -2.476, -5.045], [4.765, -3.407, -4.555], [4.615, -2.164, -5.803], [2.946, -2.149, -3.067], [2.797, -0.897, -4.313], [3.279, -0.454, -2.663], [2.586, -6.647, -5.576], [4.055, -6.304, -5.607], [4.447, -5.235, -6.012], [5.012, -7.357, -5.104], [2.009, -5.809, -5.960], [2.395, -7.528, -6.191], [2.272, -6.859, -4.553], [4.915, -8.266, -5.700], [4.791, -7.596, -4.062], [6.032, -6.987, -5.177], [-8.218, -4.203, 2.455], [-6.995, -4.063, 3.333], [-6.888, -3.164, 4.130], [-5.905, -5.091, 3.152], [-8.918, -3.401, 2.678], [-7.929, -4.145, 1.405], [-8.701, -5.165, 2.636], [-5.532, -5.061, 2.128], [-6.294, -6.090, 3.360], [-5.085, -4.872, 3.831], [6.998, 7.654, 0.946], [6.914, 6.168, 1.207], [5.924, 5.534, 0.936], [8.128, 5.515, 1.826], [6.067, 7.997, 0.503], [7.171, 8.189, 1.881], [7.822, 7.868, 0.262], [8.344, 5.968, 2.795], [8.995, 5.646, 1.176], [7.940, 4.453, 1.962]], "atomic_forces_ev_per_a": [[0.03, 0.05, 0.07], [0.75, 0.05, 0.18], [-0.26, -0.07, -0.39], [-0.20, 0.13, 0.02], [0.14, -0.55, -0.14], [-0.14, 0.80, -0.35], [-0.22, -0.54, 0.49], [0.06, 0.14, -0.55], [-0.54, 0.33, 0.58], [0.07, -0.40, -0.61], [0.39, -0.40, 0.29], [-0.05, 0.18, -0.22], [-0.39, -0.21, 0.26], [0.51, -1.28, 0.07], [-0.40, -0.31, -0.01], [-0.05, 0.16, -0.02], [0.42, 0.53, 0.28], [-0.34, 0.31, -0.16], [-0.03, 0.02, -0.05], [-0.06, 0.09, -0.05], [0.00, -0.13, -0.05], [-0.30, 0.05, 0.15], [-0.17, -0.13, -0.01], [-0.02, -0.10, -0.07], [0.14, 0.11, 0.21], [0.04, 0.23, 0.13], [0.04, 0.12, 0.08], [-0.05, -0.01, -0.09], [0.21, 0.15, -0.01], [0.15, -0.01, 0.17], [-0.06, -0.10, 0.05], [0.18, -0.11, -0.15], [0.20, -0.02, -0.15], [-0.06, 0.11, 0.12], [-0.14, 0.04, 0.14], [-0.04, 0.12, -0.09], [-0.14, 0.23, 0.04], [0.08, 0.07, -0.09], [0.15, 0.01, 0.04], [0.11, 0.10, -0.03], [0.18, 0.20, 0.02], [-0.07, 0.28, 0.11], [0.13, 0.09, -0.05], [-0.16, -0.28, -0.07], [-0.02, 0.04, -0.02], [-0.04, -0.22, -0.02], [0.12, 0.14, 0.01], [-0.08, -0.05, 0.00], [0.08, 0.01, 0.01], [0.18, 0.14, -0.20], [0.00, 0.00, -0.01], [-0.03, -0.11, 0.01], [-0.11, -0.03, 0.01], [-0.02, -0.11, 0.04], [-0.13, -0.01, 0.08], [-0.03, 0.03, -0.01], [-0.10, 0.15, -0.03], [0.01, -0.04, -0.05], [-0.09, 0.03, 0.03], [-0.17, -0.05, 0.08], [0.01, -0.02, -0.02], [0.06, -0.03, 0.09], [0.09, 0.02, -0.02], [0.07, -0.03, -0.01], [0.07, 0.05, -0.05], [-0.01, -0.01, -0.01], [0.31, 0.31, 0.16], [-0.23, 0.08, 0.06], [0.19, -0.15, -0.08], [0.15, 0.13, 0.12], [0.00, 0.00, -0.01], [-0.13, -0.07, -0.09], [-0.11, -0.12, 0.01], [-0.07, -0.01, -0.10], [-0.06, -0.11, -0.02], [-0.02, 0.00, 0.00], [0.00, 0.17, -0.07], [-0.06, -0.02, 0.01], [0.02, -0.09, -0.08], [0.13, 0.13, -0.04], [0.00, 0.01, 0.01], [-0.01, -0.07, 0.09], [0.00, -0.10, -0.02], [-0.06, -0.06, 0.08], [-0.06, -0.09, -0.03], [0.00, 0.01, 0.00], [-0.06, 0.15, 0.09], [0.17, -0.06, -0.12], [-0.15, 0.05, 0.18], [0.03, 0.07, 0.12], [0.01, 0.01, 0.01], [0.01, -0.10, -0.01], [0.04, -0.05, -0.09], [-0.01, -0.04, -0.02], [-0.02, -0.02, -0.11], [0.01, 0.03, -0.02], [-0.17, -0.03, -0.06], [0.05, 0.04, 0.02], [-0.02, 0.01, -0.04], [-0.11, -0.14, -0.02], [-0.01, -0.01, 0.00], [0.11, 0.01, -0.02], [0.07, 0.03, 0.08], [0.08, 0.06, -0.04], [0.04, 0.08, 0.06], [-0.01, 0.00, 0.00]], "molar_mass_g_mol": 606.9, "total_energy_ev": -54136.5522, "homo_lumo_gap_ev": 3.2, "total_charge": -1}

2.
{"formula": "C32H64O18", "method": "ωB97M-V with the def2-TZVPD basis set", "species": ["C", "C", "O", "C", "O", "O", "C", "H", "H", "H", "H", "H", "H", "H", "H", "C", "C", "O", "C", "O", "O", "C", "H", "H", "H", "H", "H", "H", "H", "H", "O", "C", "O", "C", "C", "C", "H", "H", "H", "H", "H", "H", "H", "H", "O", "C", "O", "C", "C", "C", "H", "H", "H", "H", "H", "H", "H", "H", "O", "C", "O", "C", "C", "C", "H", "H", "H", "H", "H", "H", "H", "H", "O", "C", "O", "C", "C", "C", "H", "H", "H", "H", "H", "H", "H", "H", "O", "C", "O", "C", "C", "C", "H", "H", "H", "H", "H", "H", "H", "H", "O", "C", "O", "C", "C", "C", "H", "H", "H", "H", "H", "H", "H", "H"], "xyz": [[-3.884, -1.516, -11.408], [-4.505, -2.941, -11.310], [-3.659, -3.816, -10.659], [-3.516, -3.667, -9.323], [-4.188, -2.929, -8.613], [-2.373, -4.285, -8.965], [-2.085, -4.521, -7.585], [-3.700, -0.969, -10.483], [-4.545, -0.844, -11.955], [-2.932, -1.526, -11.938], [-4.693, -3.313, -12.317], [-5.424, -2.873, -10.728], [-1.348, -5.320, -7.501], [-2.895, -4.980, -7.019], [-1.824, -3.639, -7.000], [1.850, -0.913, 8.581], [0.695, -1.898, 8.944], [-0.154, -1.290, 9.940], [-1.068, -0.347, 9.624], [-1.613, -0.276, 8.527], [-1.626, 0.200, 10.777], [-2.629, 1.120, 10.691], [2.680, -1.357, 8.031], [2.275, -0.517, 9.503], [1.424, -0.066, 8.043], [1.075, -2.880, 9.225], [0.105, -2.075, 8.044], [-2.206, 2.097, 10.458], [-3.027, 1.257, 11.696], [-3.391, 0.878, 9.950], [-6.976, 2.583, -3.377], [-6.218, 2.338, -4.326], [-6.405, 2.817, -5.669], [-7.490, 3.727, -5.879], [-7.635, 3.842, -7.406], [-5.130, 1.262, -4.162], [-7.485, 4.711, -5.410], [-8.405, 3.298, -5.470], [-7.961, 2.920, -7.889], [-6.762, 4.290, -7.879], [-8.416, 4.592, -7.529], [-4.500, 1.149, -5.045], [-5.657, 0.359, -3.854], [-4.584, 1.589, -3.277], [-3.842, -5.248, 1.061], [-4.079, -6.369, 0.651], [-5.096, -6.866, 0.039], [-5.972, -6.009, -0.665], [-7.211, -6.785, -1.240], [-3.092, -7.471, 0.885], [-5.396, -5.580, -1.484], [-6.245, -5.100, -0.128], [-6.879, -7.263, -2.161], [-8.104, -6.162, -1.295], [-7.653, -7.552, -0.604], [-2.829, -7.630, 1.931], [-2.144, -7.324, 0.367], [-3.467, -8.452, 0.594], [8.037, -8.372, 3.996], [8.109, -9.410, 4.556], [7.076, -10.291, 4.804], [5.773, -10.059, 4.305], [5.265, -11.104, 3.254], [9.397, -9.923, 5.202], [5.714, -9.081, 3.828], [5.020, -9.987, 5.090], [5.998, -11.214, 2.455], [4.326, -10.806, 2.788], [5.076, -12.086, 3.689], [9.122, -10.526, 6.067], [10.136, -9.134, 5.338], [9.679, -10.731, 4.526], [-3.385, 7.650, -2.176], [-3.902, 8.239, -1.207], [-4.134, 9.695, -1.141], [-4.087, 10.392, -2.391], [-5.523, 10.969, -2.696], [-4.301, 7.607, 0.096], [-3.776, 9.800, -3.251], [-3.265, 11.104, -2.305], [-6.326, 10.233, -2.651], [-5.486, 11.445, -3.676], [-5.782, 11.701, -1.931], [-3.563, 7.959, 0.817], [-4.442, 6.541, -0.085], [-5.262, 7.963, 0.469], [11.881, 6.597, 1.380], [10.922, 7.292, 1.114], [10.649, 8.529, 1.555], [11.360, 9.005, 2.692], [10.787, 8.524, 4.068], [10.051, 6.998, -0.050], [11.287, 10.085, 2.565], [12.437, 9.015, 2.522], [11.177, 9.123, 4.892], [11.230, 7.539, 4.218], [9.704, 8.490, 4.187], [9.766, 5.946, -0.028], [10.620, 7.166, -0.964], [9.077, 7.475, 0.055], [2.218, -0.893, -0.124], [2.655, -0.721, 0.997], [2.894, 0.458, 1.544], [2.910, 1.723, 0.851], [1.686, 2.556, 1.215], [3.137, -1.832, 1.932], [3.006, 1.661, -0.233], [3.824, 2.204, 1.198], [0.770, 2.051, 0.911], [1.772, 3.540, 0.754], [1.639, 2.657, 2.300], [3.303, -2.823, 1.508], [2.461, -1.835, 2.788], [4.096, -1.559, 2.372]], "atomic_forces_ev_per_a": [[-0.09, 0.01, -0.35], [-0.75, 2.61, 0.10], [1.47, -1.59, 1.36], [0.20, 2.01, 0.54], [0.75, -1.67, -0.94], [-0.53, -0.51, -0.02], [-0.60, -0.53, 0.92], [-0.15, -0.62, 0.39], [-0.17, -0.21, -0.26], [0.00, -0.22, -0.13], [0.06, -0.22, 0.23], [-0.26, -0.01, -0.30], [0.50, 0.53, -0.56], [-0.72, 0.25, -0.46], [0.29, 0.17, -0.53], [-0.70, -0.24, 0.81], [0.37, 1.28, -1.73], [0.32, 0.76, 1.17], [-3.04, -1.75, -0.94], [1.52, 0.88, 1.55], [3.50, -2.57, -0.87], [-0.99, 1.93, -0.33], [-0.31, -0.17, -0.20], [0.01, -0.04, 0.11], [0.13, -0.07, -0.18], [-0.30, 0.32, 0.93], [-0.18, 0.07, 0.02], [-0.04, 0.17, -0.37], [-0.25, -0.44, -0.10], [-0.04, -0.13, 0.14], [1.82, 0.19, -2.87], [-2.21, -0.27, 0.27], [0.86, -0.32, 3.34], [-0.96, -0.86, -1.14], [-0.44, 0.96, 0.81], [-0.68, 1.39, -0.11], [1.10, -0.01, 0.15], [-0.03, -0.33, 0.01], [0.28, 0.02, 0.11], [0.18, -0.39, 0.05], [-0.28, -0.06, -0.32], [-0.10, -0.13, 0.23], [0.10, -0.09, -0.36], [0.35, -0.10, -0.19], [-1.21, -0.32, -1.06], [3.22, 0.44, 2.26], [-2.15, -0.39, -1.14], [-1.45, 0.75, -0.92], [0.78, 0.17, 0.88], [0.68, -1.51, 0.46], [0.00, -0.25, -0.35], [-0.17, -0.42, 0.73], [-0.59, 0.16, -0.14], [0.44, 0.56, -0.86], [0.85, -0.32, 0.45], [-0.09, 0.63, 0.16], [-0.13, 0.35, -0.12], [-0.17, 0.15, -0.36], [-0.70, 0.93, -0.97], [0.35, -0.95, 1.72], [0.54, -0.15, -0.05], [-1.48, 0.40, -1.65], [0.80, 0.17, 0.60], [-1.47, -1.00, -0.60], [0.39, 0.09, -0.08], [0.48, -0.31, 0.56], [0.04, -0.03, 0.01], [0.03, 0.38, 0.19], [0.22, 0.00, 0.15], [0.21, 0.59, 0.46], [-0.18, -0.35, -0.04], [0.77, 0.24, -0.30], [-1.92, 2.36, 3.12], [0.98, 0.91, -2.53], [0.48, -3.55, -0.70], [-1.04, 0.14, -0.50], [1.49, 0.25, 0.66], [-0.52, 0.40, -0.59], [-0.11, -0.71, 0.37], [-0.50, 0.63, 0.12], [0.39, -0.36, -0.23], [-0.22, 0.05, 0.03], [0.06, 0.22, -0.12], [0.13, -0.71, 0.18], [0.74, 0.00, 0.43], [0.02, 0.36, -0.26], [-0.86, 0.86, 0.90], [1.51, -0.26, -1.38], [0.01, -0.70, 0.85], [-0.39, 2.05, 0.57], [1.58, -0.35, -0.81], [-1.32, -1.18, 0.26], [-0.93, 0.26, 0.38], [0.20, -1.51, 0.45], [0.08, 0.28, -0.20], [-0.43, -0.26, 0.19], [0.08, 0.08, -0.57], [0.47, -0.23, -0.07], [-0.36, 0.32, 0.00], [0.34, 0.65, -0.56], [0.18, 0.29, 0.96], [0.50, -1.26, -1.72], [0.31, 0.76, 0.65], [-0.30, 0.35, -0.15], [0.32, -0.53, 0.30], [0.13, 0.59, 0.49], [-0.15, -0.70, 0.02], [-0.06, 0.01, 0.15], [0.04, 0.13, -0.23], [-0.15, -0.03, 0.01], [0.01, 0.19, 0.01], [-0.69, 0.27, -0.32], [-0.16, -0.40, -0.04], [0.04, 0.33, -0.13]], "molar_mass_g_mol": 736.8, "total_energy_ev": -71074.4747, "de_lowest_kcal_mol": 47.3, "homo_lumo_gap_ev": 10.7, "total_charge": 0, "smiles": "CCOC(=O)OC.CCOC(=O)OC.CCOC(C)=O.CCOC(C)=O.CCOC(C)=O.CCOC(C)=O.CCOC(C)=O.CCOC(C)=O"}